(1)
78
Properties=species:S:1:pos:R:3 method="wB97M-V/def2-TZVPD" fmax_ha_per_bohr=0.0818 total_charge=-1 spin_multiplicity=3 s2=2.02 homo_energy_ev="-1.985 / -4.181" relative_energy_kj_mol=0.00
C 0.8442 4.2484 -0.6744
C -0.3187 4.0686 -1.5997
H 1.7146 3.6529 -0.9973
H 0.5677 3.9098 0.3288
H 1.1173 5.3119 -0.6138
C -0.5057 4.8876 -2.6720
C 0.5436 5.7487 -3.3317
H -1.5112 5.0929 -3.0396
H 1.5056 5.2084 -3.3541
H 0.7283 6.7097 -2.8074
H 0.2809 6.0119 -4.3778
Ti -0.0859 0.8417 1.4149
Cl 0.4609 0.2659 3.6273
Cl -1.4238 2.5899 1.9707
C -1.9732 -1.2315 2.1558
O -1.1588 -0.6884 1.3243
N -2.3792 -2.4795 2.0033
C -1.5592 -3.4035 1.2167
C -3.7728 -2.7900 2.2927
H -2.4104 -0.6292 2.9601
H -0.6802 -3.7102 1.8029
H -1.2111 -2.9069 0.3020
H -2.2041 -4.2536 0.9720
H -4.0003 -2.6413 3.3580
H -3.9709 -3.8188 1.9863
H -4.4386 -2.1217 1.7226
H 4.8486 -1.8280 1.9074
H 3.8513 0.5538 -0.7242
C 4.2695 -2.1852 1.0398
C 3.7009 -0.5377 -0.7784
N 3.4184 -1.1116 0.5355
H 3.6361 -3.0439 1.3418
C 2.4228 -0.6104 1.2338
O 1.6714 0.2891 0.7025
H 2.9035 -0.7507 -1.5000
H 2.1861 -0.9923 2.2403
H 4.9194 -2.4636 0.2092
H 4.6045 -1.0371 -1.1223
O -0.6398 1.6493 -0.9035
C -1.2805 2.9597 -1.1943
C -2.5813 2.9528 -3.4255
C -2.5723 2.8965 -2.0244
H -1.6609 3.1621 -3.9810
C -3.7916 2.8063 -4.1334
H -1.6340 3.2751 -0.2122
C -3.8055 2.8104 -1.3459
H -3.7487 2.7262 -5.2271
C -4.9997 2.7459 -3.4490
C -5.0089 2.7445 -2.0518
H -3.8038 2.7968 -0.2492
H -5.9402 2.7225 -4.0008
H -5.9473 2.7031 -1.4991
Si -0.5331 0.4988 -2.5710
Cl 0.9679 1.6459 -3.4065
C -1.3339 0.1737 -4.3233
C -2.2440 -0.3097 -2.0483
C 0.4545 -1.0575 -2.0776
H -2.3843 -0.1916 -4.3148
H -0.7515 -0.6407 -4.7823
H -1.3403 1.0037 -5.0552
H 1.1934 -1.2969 -2.8456
H -0.2091 -1.9197 -1.9077
H 1.0163 -0.8788 -1.1489
H -3.0811 0.3454 -2.3666
H -2.2675 -0.4279 -0.9518
H -2.3602 -1.3129 -2.5101
S 1.9610 -3.8052 2.7323
C 2.9451 -3.9383 4.0863
N 2.8631 -3.1388 5.1809
C 3.7487 -3.5234 6.2753
C 4.4723 -4.7575 5.7144
N 3.9011 -4.8692 4.3642
H 2.2081 -2.3674 5.2389
H 3.1468 -3.7738 7.1681
H 4.4628 -2.7159 6.5016
H 4.2437 -5.6457 6.3279
H 5.5675 -4.6132 5.6658
H 4.1757 -5.5910 3.6951

(2)
73
Properties=species:S:1:pos:R:3 method="wB97M-V/def2-TZVPD" fmax_ha_per_bohr=0.0861 total_charge=0 spin_multiplicity=2 s2=0.75 homo_energy_ev="-4.246 / -5.995"
P -0.0567 -3.7191 0.6195
P -1.3154 2.8159 -1.8802
C -1.5130 -2.8364 0.0641
C -1.4431 -1.5368 -0.2713
H -1.2571 -1.2359 2.0914
H -2.4329 -3.4239 -0.0624
H -0.6369 -0.8815 0.1011
H -2.1694 -1.0446 -0.9244
C -2.4577 4.0328 -2.6551
H -3.4572 3.8542 -2.2317
H -2.5191 3.8835 -3.7411
H -2.1640 5.0639 -2.4167
C -0.0190 3.9647 -1.2931
H 0.6296 4.2516 -2.1297
H 0.5825 3.4585 -0.5252
H -0.4943 4.8525 -0.8532
C 0.0291 -5.2851 -0.2401
H 0.4717 -6.0486 0.4116
H 0.6392 -5.1879 -1.1477
H -0.9851 -5.5964 -0.5255
C 1.3173 -2.6430 0.2051
H 1.2167 -1.6813 0.7423
H 1.3301 -2.4378 -0.8784
H 2.2560 -3.1358 0.4963
Cu 1.3629 -0.1771 -2.6522
C 1.1945 1.5189 -3.3436
C -0.2491 1.9158 -3.3769
C -1.2256 0.9702 -4.1116
C -0.8134 -0.4704 -4.5269
C 0.3012 -1.2133 -3.7916
C 1.6582 -1.1489 -4.2407
C 2.1183 -0.0940 -5.2265
C 1.8053 1.3709 -4.7595
C -0.0662 -3.9604 2.3941
H 1.8041 2.1744 -2.7008
H -0.3071 2.8943 -3.9200
H -1.5646 1.4805 -5.0401
H -2.1445 0.8743 -3.5074
H -1.7206 -1.0889 -4.3989
H -0.6102 -0.4547 -5.6120
H -0.0326 -2.1176 -3.2591
H 2.3301 -2.0138 -4.1480
H 1.7019 -0.2555 -6.2368
H 3.2145 -0.1711 -5.3367
H 2.7576 1.9293 -4.7804
H 1.1436 1.8530 -5.4975
H 0.9347 -4.2777 2.7155
H -0.7946 -4.7382 2.6512
H -0.3373 -3.0287 2.9107
C 1.5439 -0.8171 5.2381
C 0.3180 0.0622 5.3575
C 0.0469 0.9122 4.1030
C -1.2163 1.8072 4.2640
C -2.4333 1.0799 4.7995
C 1.2401 1.8436 3.8285
O 1.8853 2.4208 4.6932
N 1.5180 2.0474 2.4890
C 1.2331 1.1835 1.4277
O 1.6113 1.4551 0.2889
N 0.5215 0.0585 1.7769
C -0.1313 0.0380 2.8964
O -1.1451 -0.8513 2.9927
H 1.4430 -1.5304 4.4114
H 1.6776 -1.3868 6.1662
H 2.4390 -0.2047 5.0788
H -0.5713 -0.5338 5.5872
H 0.4380 0.7524 6.2039
H -0.9554 2.6549 4.9205
H -1.4298 2.2352 3.2725
H -2.3390 0.8750 5.8714
H -3.3110 1.7148 4.6470
H -2.5680 0.1380 4.2563
H 2.1726 2.7910 2.2693

(3)
83
Properties=species:S:1:pos:R:3 method="wB97M-V/def2-TZVPD" fmax_ha_per_bohr=0.0177 total_charge=0 homo_energy_ev=-9.530 smiles="CCOCCO[Si@](C)(CCO[Si](C)(C)C)C(=O)C(F)(F)C(F)(F)C(F)(F)C(=O)O.CCOC(C)=O.CCOC(C)=O"
C -2.0467 1.2600 4.2533
C -3.2857 1.7239 5.0165
O -4.3594 2.0647 4.1500
C -5.0182 0.9549 3.5851
C -5.3237 1.2298 2.1315
O -4.1010 1.2668 1.4058
Si -4.0326 0.7933 -0.1726
C -5.5354 1.2400 -1.1834
C -3.6636 -1.0396 -0.2246
C -2.7487 -1.4939 0.9185
O -1.4361 -1.6834 0.3977
Si -0.2131 -2.2253 1.3920
C 1.0020 -3.1072 0.2849
C 0.6725 -0.8267 2.2455
C -0.8314 -3.4194 2.7070
C -2.4804 1.5736 -1.0304
O -2.2860 1.2488 -2.1830
C -1.5260 2.4553 -0.1718
F -2.3307 3.3215 0.4869
F -0.9962 1.5833 0.7362
C -0.3670 3.2774 -0.8362
F -0.5566 4.5964 -0.5994
F -0.3757 3.1126 -2.1772
C 1.0615 2.9120 -0.3480
F 1.9256 3.6090 -1.1366
F 1.2890 1.5952 -0.5490
C 1.3492 3.2806 1.1164
O 0.4998 3.6100 1.9031
O 2.6572 3.1764 1.3613
H -2.0613 0.1795 4.0897
H -2.0402 1.7402 3.2734
H -1.1317 1.5090 4.7900
H -3.6183 0.9614 5.7320
H -3.0708 2.6312 5.5816
H -5.9633 0.7593 4.1119
H -4.4083 0.0469 3.6427
H -5.8548 2.1814 2.0377
H -5.9894 0.4302 1.7770
H -6.3611 1.6191 -0.5812
H -5.8734 0.3543 -1.7266
H -5.2980 1.9989 -1.9326
H -3.1153 -1.2197 -1.1558
H -4.5795 -1.6305 -0.2975
H -3.1375 -2.4110 1.3729
H -2.7096 -0.7363 1.7093
H 0.5040 -3.8383 -0.3541
H 1.7461 -3.6280 0.8916
H 1.5342 -2.3807 -0.3359
H 1.5903 -1.2506 2.6700
H 0.9860 -0.0448 1.5498
H 0.1110 -0.3905 3.0748
H -0.0168 -4.1173 2.9142
H -1.0707 -2.9027 3.6383
H -1.6914 -4.0120 2.3883
H 2.7671 3.1837 2.3268
O 3.7479 -1.4375 -5.8677
C 3.0245 -0.5943 -5.4126
O 2.5544 -0.7596 -4.1639
C 1.8230 0.2481 -3.4481
C 0.3485 0.2639 -3.7823
C 2.5955 0.6115 -6.2155
H 2.2869 1.2264 -3.5907
H 1.9639 -0.0200 -2.4019
H 0.1717 0.5199 -4.8280
H -0.1634 0.9915 -3.1608
H -0.0924 -0.7169 -3.6017
H 1.7595 0.3181 -6.8491
H 3.4259 0.9036 -6.8530
H 2.2975 1.4677 -5.6163
O 3.0011 -1.1104 0.3242
C 3.9639 -1.6509 -0.1515
O 5.0582 -1.7936 0.6219
C 6.2112 -2.5271 0.1969
C 7.1469 -1.6857 -0.6450
C 3.9908 -2.1036 -1.5901
H 5.9140 -3.4453 -0.3107
H 6.7004 -2.8196 1.1244
H 6.6745 -1.3638 -1.5729
H 8.0412 -2.2557 -0.8976
H 7.4455 -0.7940 -0.0942
H 4.2131 -1.2413 -2.2165
H 2.9995 -2.4635 -1.8528
H 4.7061 -2.8903 -1.8120